Run P
The following is a quantum chemistry calculation of C6H6N2 in the gas phase, from the Open Molecules 2025 dataset.

Geometry as ORCA input:
```
! wB97M-V def2-TZVPD RIJCOSX def2/J DEFGRID3
* xyz 0 1
C 0.89 2.91 -0.01
C 0.95 1.55 0.21
C 0.37 0.16 0.43
C 0.94 -1.11 0.00
N -0.02 -1.78 -0.87
C -1.17 -1.09 -0.83
N -1.02 0.14 -0.17
C -0.87 -0.32 1.17
H 1.60 3.83 -0.51
H 1.32 -1.56 0.87
H 2.03 -1.25 -0.74
H -2.09 -1.15 -1.49
H -0.95 -1.34 1.55
H -1.23 0.34 1.79
*
```

Results
HOMO: -9.30 eV
SMILES: C#C[C@]12CN=CN1C2

Run Q
The following is a quantum chemistry calculation of C6H6N2 in the gas phase, from the Open Molecules 2025 dataset.

Geometry as ORCA input:
```
! wB97M-V def2-TZVPD RIJCOSX def2/J DEFGRID3
* xyz 0 1
C 0.87 -1.38 2.97
C 0.68 -0.90 1.83
C 0.38 -0.15 0.68
N 0.00 1.11 0.80
N -0.29 1.68 -0.37
C -0.98 0.76 -1.36
C 0.05 -0.31 -1.63
C 0.63 -0.81 -0.53
H 0.76 -1.83 4.00
H -1.08 2.38 -0.05
H -1.11 1.33 -2.28
H -1.99 0.25 -0.94
H 0.53 -0.60 -2.68
H 1.55 -1.54 -0.42
*
```

Results
HOMO: -8.38 eV
SMILES: C#CC1=NNCC=C1

Decreasing stability: run Q, run P

Run P
The following is a quantum chemistry calculation of C6H6N2 in the gas phase, from the Open Molecules 2025 dataset.

Geometry as ORCA input:
```
! wB97M-V def2-TZVPD RIJCOSX def2/J DEFGRID3
* xyz 0 1
C 1.14 1.29 0.11
C 0.08 1.97 0.04
C 1.93 0.24 0.03
C 0.05 -0.85 0.05
C -1.25 1.40 -0.17
C -1.22 -0.12 0.20
N 2.97 -0.37 -0.11
N 0.46 -2.01 -0.01
H -2.03 1.92 0.39
H -1.47 1.53 -1.24
H -1.98 -0.63 -0.39
H -1.48 -0.19 1.26
H 2.96 -1.37 -0.22
H -0.17 -2.81 0.05
*
```

Results
HOMO: -7.74 eV

Run Q
The following is a quantum chemistry calculation of a molecular structure, C6H6N2, from the Open Molecules 2025 dataset.

Geometry as ORCA input:
```
! wB97M-V def2-TZVPD RIJCOSX def2/J DEFGRID3
* xyz 0 1
C -1.95 1.14 -0.21
C -0.82 0.29 -0.58
C 0.54 0.77 -0.06
C -0.48 -0.89 0.39
C 0.90 -1.32 -0.14
C 1.61 -0.27 -0.40
H -0.93 0.02 -1.63
H 0.76 1.84 -0.40
H 0.62 -0.01 1.86
H -1.28 -1.55 0.97
H 1.22 -2.32 -0.25
H 2.68 -0.09 -0.60
N -2.73 2.01 -0.16
N -0.14 0.38 1.21
*
```

Results
HOMO: -9.69 eV

Decreasing stability: run Q, run P

Run P
The following is a quantum chemistry calculation of C4H5NOS in the gas phase, from the Open Molecules 2025 dataset.

Geometry as ORCA input:
```
! wB97M-V def2-TZVPD RIJCOSX def2/J DEFGRID3
* xyz 0 1
C 2.60 -0.76 0.33
N 1.47 -0.14 -0.50
C 1.06 1.23 -0.16
C -0.23 1.40 0.14
C -0.78 0.08 0.12
S -2.35 -0.39 0.02
O 0.25 -0.75 -0.18
H 2.67 -1.87 0.07
H 3.51 -0.24 0.10
H 2.20 -0.63 1.35
H 1.78 1.98 -0.07
H -0.75 2.39 0.48
*
```

Results
HOMO: -8.44 eV
SMILES: Cn1ccc(=S)o1

Run Q
The following is a quantum chemistry calculation of C4H5NOS in the gas phase, from the Open Molecules 2025 dataset.

Geometry as ORCA input:
```
! wB97M-V def2-TZVPD RIJCOSX def2/J DEFGRID3
* xyz 0 1
O 0.13 1.64 -0.37
C -0.55 0.66 -0.19
C -2.06 0.70 0.26
S -2.93 -0.48 -0.29
C 0.09 -0.60 -0.34
C 1.35 -0.66 0.55
N 1.46 -0.41 -0.86
H -2.22 1.70 0.66
H -0.50 -1.51 -0.73
H 1.60 0.20 1.29
H 1.75 -1.66 1.07
H 1.88 0.42 -1.05
*
```

Results
HOMO: -9.10 eV
SMILES: O=C(C=S)[C@@H]1CN1

Decreasing stability: run P, run Q

Run P
The following is a quantum chemistry calculation of 2 unconnected molecules or ions with the total composition C4H3NO, from the Open Molecules 2025 dataset.

Geometry as ORCA input:
```
! wB97M-V def2-TZVPD RIJCOSX def2/J DEFGRID3
* xyz 0 1
O -1.48 -1.38 -0.16
C -0.69 -0.38 -0.49
C -0.94 0.82 0.25
C -1.00 1.89 0.81
C 2.41 -0.87 -0.79
N 3.50 -1.01 -0.42
H -2.11 -1.16 0.56
H 1.38 -0.74 -1.08
H -1.06 2.83 1.32
*
```

Results
HOMO: -9.72 eV

Run Q
The following is a quantum chemistry calculation of C4H3NO in the gas phase, from the Open Molecules 2025 dataset.

Geometry as ORCA input:
```
! wB97M-V def2-TZVPD RIJCOSX def2/J DEFGRID3
* xyz 0 1
C 2.04 -0.19 -0.50
C 1.01 -0.02 0.10
C -0.45 0.13 -0.05
O -0.98 1.42 0.06
C -1.23 -0.89 0.69
N -1.89 -1.73 1.12
H 2.79 -0.35 -1.24
H -0.57 -0.14 -1.10
H -0.74 1.83 0.90
*
```

Results
HOMO: -10.96 eV
SMILES: C#C[C@H](O)C#N

Run R
The following is a quantum chemistry calculation of C4H3NO in the gas phase, from the Open Molecules 2025 dataset.

Geometry as ORCA input:
```
! wB97M-V def2-TZVPD RIJCOSX def2/J DEFGRID3
* xyz 0 1
C 2.22 0.05 -0.35
C 1.04 -0.16 -0.30
C -0.43 -0.41 -0.26
O -1.54 0.60 -0.70
C -1.02 -0.32 1.04
N -1.48 -0.17 2.08
H 3.27 0.29 -0.40
H -0.63 -1.36 -0.79
H -1.43 1.49 -0.31
*
```

Results
HOMO: -10.82 eV
SMILES: C#C[C@H](O)C#N

Decreasing stability: run Q, run R, run P

Run P
The following is a quantum chemistry calculation of C2H5N3S2 in the gas phase, from the Open Molecules 2025 dataset.

Geometry as ORCA input:
```
! wB97M-V def2-TZVPD RIJCOSX def2/J DEFGRID3
* xyz 0 1
H -0.52 -0.03 1.82
N 0.26 0.69 1.87
C 0.78 0.92 0.73
N 0.67 0.32 -0.64
S 0.65 1.73 -1.71
C -0.40 -0.69 -0.65
N -0.17 -1.75 0.15
S -1.69 -0.68 -1.69
H 1.53 1.77 0.73
H -0.81 1.97 -1.76
H -0.82 -2.61 0.26
H 0.51 -1.64 0.88
*
```

Results
HOMO: -8.87 eV
SMILES: [H]/N=C\N(S)C(N)=S

Run Q
The following is a quantum chemistry calculation of C2H5N3S2 in the gas phase, from the Open Molecules 2025 dataset.

Geometry as ORCA input:
```
! wB97M-V def2-TZVPD RIJCOSX def2/J DEFGRID3
* xyz 0 1
H 2.14 -0.04 2.00
N 2.47 -0.01 1.00
C 1.54 0.33 0.15
N 1.76 0.37 -1.20
S 0.01 0.89 0.86
C -1.20 -0.06 0.07
N -2.51 0.20 0.51
S -0.87 -1.28 -1.07
H 1.06 0.08 -1.82
H 2.57 -0.09 -1.48
H -3.26 -0.27 -0.04
H -2.80 0.88 1.18
*
```

Results
HOMO: -8.79 eV
SMILES: [H]/N=C(/N)SC(N)=S

Decreasing stability: run Q, run P

Run P
The following is a quantum chemistry calculation of C2H5N3S2 in the gas phase, from the Open Molecules 2025 dataset.

Geometry as ORCA input:
```
! wB97M-V def2-TZVPD RIJCOSX def2/J DEFGRID3
* xyz 0 1
C 0.44 -1.03 -1.60
N 0.31 0.24 -1.57
N 0.58 0.99 -0.43
C 0.48 0.51 0.90
S 1.55 1.03 2.01
N -0.53 -0.35 1.13
S -2.06 -0.25 0.41
H 0.90 -1.57 -0.77
H 0.16 -1.54 -2.51
H 1.23 1.75 -0.56
H -0.52 -0.70 2.07
H -2.52 0.91 0.90
*
```

Results
HOMO: -8.55 eV
SMILES: C=NNC(=S)NS

Run Q
The following is a quantum chemistry calculation of 2 unconnected molecules or ions with the total composition C2H5N3S2, from the Open Molecules 2025 dataset.

Geometry as ORCA input:
```
! wB97M-V def2-TZVPD RIJCOSX def2/J DEFGRID3
* xyz 0 1
C -0.14 0.57 1.16
C -0.06 0.39 -1.65
H -1.63 -0.63 0.54
H -0.95 -0.91 2.12
H 1.32 1.70 1.90
H 0.74 -1.54 -1.95
H 0.76 -1.28 -0.29
N -0.79 -0.51 1.24
N 0.90 0.74 1.97
N 0.01 -0.95 -1.40
S -0.53 1.51 -0.38
S 0.37 0.90 -3.25
*
```

Results
HOMO: -8.65 eV

Decreasing stability: run P, run Q

Run P
The following is a quantum chemistry calculation of C2H4N2S3 in the gas phase, from the Open Molecules 2025 dataset.

Geometry as ORCA input:
```
! wB97M-V def2-TZVPD RIJCOSX def2/J DEFGRID3
* xyz 0 1
S 1.00 -0.88 3.00
C -0.23 -0.76 1.86
S 0.23 -1.46 0.32
N -1.15 -0.75 -0.54
C -0.85 0.16 -1.49
N 0.07 0.98 -1.32
S -0.08 2.36 -2.49
H -1.51 -0.51 2.10
H -1.57 -1.60 -1.00
H -1.63 0.38 -2.20
H 0.46 3.45 -1.44
*
```

Results
HOMO: -8.86 eV
SMILES: S=CSN/C=N/S

Run Q
The following is a quantum chemistry calculation of C2H4N2S3 in the gas phase, from the Open Molecules 2025 dataset.

Geometry as ORCA input:
```
! wB97M-V def2-TZVPD RIJCOSX def2/J DEFGRID3
* xyz 0 1
S -0.75 2.43 1.65
C -0.87 1.25 0.53
S -2.36 1.00 -0.38
N 0.16 0.40 0.27
C 0.35 -0.36 -0.87
N 1.12 -1.35 -0.98
S 2.07 -2.06 0.16
H -2.07 -0.21 -0.85
H 0.94 0.48 0.91
H -0.21 -0.07 -1.75
H 1.62 -1.52 1.31
*
```

Results
HOMO: -8.90 eV
SMILES: S=C(S)N/C=N\S

Decreasing stability: run Q, run P

Run P
The following is a quantum chemistry calculation of C2H4N2S3 in the gas phase, from the Open Molecules 2025 dataset.

Geometry as ORCA input:
```
! wB97M-V def2-TZVPD RIJCOSX def2/J DEFGRID3
* xyz 0 1
S -3.39 -1.38 -0.13
C -2.09 -0.42 0.11
S -1.52 0.77 -0.95
N -0.26 1.39 0.05
C 0.95 0.63 0.34
N 1.18 -0.42 -0.42
S 2.73 -1.08 -0.34
H -1.27 -0.57 0.92
H -0.43 2.08 0.74
H 1.57 1.12 1.12
H 2.52 -2.14 -1.43
*
```

Results
HOMO: -8.49 eV
SMILES: S=CSN/C=N/S

Run Q
The following is a quantum chemistry calculation of C2H4N2S3 in the gas phase, from the Open Molecules 2025 dataset.

Geometry as ORCA input:
```
! wB97M-V def2-TZVPD RIJCOSX def2/J DEFGRID3
* xyz 0 1
S -2.50 -0.41 0.08
C -0.90 0.22 -0.10
C 0.14 1.43 0.82
S 1.46 1.49 -0.25
N 1.43 -0.23 -0.57
S 2.41 -1.42 0.31
N 0.02 -0.60 -0.58
H -2.87 0.53 0.98
H -0.30 2.25 1.16
H 2.43 -2.26 -0.76
H -0.26 -1.59 -0.61
*
```

Results
HOMO (alpha / beta): -6.73 / -6.73 eV
SMILES: SC1=CSN(S)N1

Decreasing stability: run P, run Q